(1)
{
  "formula": "H7NaO4",
  "method": "ωB97M-V/def2-TZVPD",
  "elements": ["Na", "O", "H", "O", "H", "H", "O", "H", "H", "O", "H", "H"],
  "xyz": [[0.829014, 0.270681, 0.130212], [2.866348, -0.846050, -0.225224], [3.450235, -0.084586, -0.259635], [-0.765391, -1.615158, -0.312795], [-1.050062, -2.447633, -0.705651], [-1.443622, -0.978118, -0.565879], [-0.506102, 1.355885, -1.770632], [-1.407865, 1.143584, -2.036941], [-0.214628, 2.024276, -2.402607], [-0.299208, 0.460902, 2.460653], [-0.326628, -0.223284, 3.140445], [-1.132094, 0.939504, 2.548052]],
  "forces_ev_per_angstrom": [[0.845, -0.878, -0.117], [-1.156, 0.684, 0.197], [0.378, -0.003, -0.037], [-0.297, 0.345, 0.036], [0.229, 0.036, 0.019], [-0.073, -0.255, -0.008], [-0.178, 0.052, 0.116], [0.123, 0.059, -0.049], [0.083, -0.126, 0.098], [-0.186, 0.136, -0.171], [0.108, 0.022, -0.169], [0.124, -0.073, 0.084]],
  "lumo_energy_ev": -0.6397,
  "orbital_gap_ha": 0.210,
  "total_charge": 0,
  "multiplicity": 1,
  "de_lowest_kj_mol": 0.0,
  "e_homo_ev": -6.355
}

(2)
{
  "formula": "C23H30BCdF4N2O7",
  "method": "ωB97M-V/def2-TZVPD",
  "elements": ["Cd", "C", "C", "O", "C", "C", "O", "C", "C", "O", "C", "C", "O", "C", "C", "O", "H", "H", "H", "H", "H", "H", "H", "H", "H", "H", "H", "H", "H", "H", "H", "H", "H", "H", "H", "H", "O", "C", "O", "C", "C", "C", "C", "C", "C", "N", "C", "C", "C", "C", "C", "C", "N", "H", "H", "H", "H", "H", "H", "H", "H", "H", "H", "F", "B", "F", "F", "F"],
  "xyz": [[0.183686, -0.787032, -0.084465], [3.300420, -0.890142, -0.153684], [3.010994, -2.292217, 0.357204], [1.666474, -2.653479, 0.048025], [1.438677, -3.881858, -0.636937], [0.163363, -3.806205, -1.486285], [-0.793010, -2.919865, -0.893919], [-1.922183, -2.707316, -1.734755], [-2.585353, -1.379403, -1.383668], [-1.669230, -0.283461, -1.377439], [-1.382179, 0.241610, -2.682066], [-0.152199, 1.177417, -2.647206], [0.452113, 1.169136, -1.355822], [1.806652, 1.620035, -1.361687], [2.401285, 1.355983, 0.014445], [2.314897, -0.015004, 0.419775], [3.253794, -0.871217, -1.242678], [4.295351, -0.581654, 0.176957], [3.122871, -2.308920, 1.445210], [3.720843, -2.990186, -0.086578], [1.358698, -4.688331, 0.101188], [2.267218, -4.105141, -1.307328], [-0.268967, -4.808060, -1.561780], [0.408264, -3.456211, -2.486521], [-2.647498, -3.513240, -1.588595], [-1.609048, -2.711133, -2.783276], [-3.002682, -1.420599, -0.376156], [-3.390320, -1.190959, -2.097240], [-2.264247, 0.785404, -3.026090], [-1.177021, -0.573625, -3.376813], [-0.439905, 2.203094, -2.897036], [0.567371, 0.835007, -3.388738], [1.839601, 2.698412, -1.549483], [2.366461, 1.106839, -2.146668], [1.833679, 1.907636, 0.763961], [3.441092, 1.688635, 0.026526], [-0.514381, 7.587468, 0.826802], [-1.128333, 6.830730, 1.752648], [-1.767373, 7.325646, 2.632549], [-0.965153, 5.342836, 1.627809], [-0.845098, 4.599828, 2.796479], [-0.773186, 3.222063, 2.738760], [-0.851359, 2.558550, 1.508877], [-0.949581, 3.307240, 0.339566], [-1.009409, 4.689172, 0.401047], [-0.806892, 1.143531, 1.466994], [-1.571745, 0.532815, 2.277375], [-1.479774, -0.903734, 2.554556], [-2.157250, -1.399646, 3.661456], [-1.978672, -2.724202, 4.025392], [-1.140173, -3.507938, 3.253372], [-0.531301, -2.946887, 2.141737], [-0.686260, -1.671612, 1.792801], [0.039403, 7.066804, 0.235569], [-0.812724, 5.117986, 3.745533], [-0.626389, 2.651012, 3.647073], [-1.023628, 2.788159, -0.603712], [-1.119872, 5.258685, -0.514362], [-2.312581, 1.073562, 2.870334], [-2.802386, -0.747217, 4.234436], [-2.480967, -3.131239, 4.892282], [-0.958499, -4.543986, 3.501749], [0.097103, -3.548256, 1.508084], [2.610761, -0.462721, -3.768776], [1.884332, -1.601763, -3.452094], [2.706174, -2.658716, -3.083486], [0.958044, -1.945934, -4.415902], [1.087215, -1.256172, -2.235335]],
  "forces_ev_per_angstrom": [[0.128, 0.034, -0.172], [0.025, -0.273, -0.049], [0.098, 0.247, 0.090], [0.015, 0.089, -0.105], [-0.226, -0.191, 0.035], [0.195, -0.035, -0.011], [0.017, 0.035, -0.012], [-0.003, 0.171, -0.100], [0.088, -0.270, 0.015], [-0.025, -0.014, -0.128], [0.091, 0.043, -0.104], [-0.129, -0.017, -0.039], [0.117, 0.013, -0.018], [0.210, -0.085, 0.114], [-0.189, 0.155, -0.134], [0.052, 0.010, -0.140], [-0.009, 0.074, 0.004], [-0.009, 0.023, 0.023], [0.015, -0.075, -0.017], [-0.028, -0.014, -0.048], [0.019, 0.063, 0.046], [0.014, 0.017, -0.012], [0.018, -0.016, 0.012], [-0.074, 0.015, -0.005], [-0.040, 0.010, -0.069], [0.075, -0.008, 0.027], [-0.014, 0.031, -0.016], [-0.066, 0.018, 0.069], [-0.004, -0.003, 0.012], [0.008, -0.039, 0.057], [-0.028, 0.007, 0.082], [0.044, 0.029, -0.014], [0.000, -0.001, -0.005], [-0.071, -0.028, -0.042], [0.080, 0.020, 0.038], [0.010, -0.017, 0.044], [-0.058, 0.251, -0.112], [0.051, -0.189, 0.112], [0.049, 0.051, -0.001], [-0.047, -0.041, -0.016], [-0.032, 0.107, -0.059], [0.066, -0.213, -0.067], [-0.021, 0.506, 0.006], [-0.095, -0.246, -0.046], [0.081, 0.072, 0.061], [-0.053, -0.497, 0.160], [0.014, 0.466, -0.040], [-0.052, -0.315, 0.169], [0.020, 0.075, -0.115], [0.051, -0.054, -0.076], [-0.075, 0.017, 0.120], [-0.054, -0.060, -0.018], [-0.316, -0.011, 0.551], [0.012, -0.116, 0.034], [-0.015, -0.019, 0.006], [-0.031, -0.008, 0.005], [0.019, 0.048, -0.009], [-0.049, -0.032, -0.016], [0.052, 0.031, 0.059], [0.025, 0.029, -0.009], [0.000, -0.002, -0.002], [0.005, 0.000, -0.045], [0.076, 0.034, -0.053], [-0.049, -0.049, 0.015], [-0.103, 0.074, 0.186], [-0.012, 0.050, -0.008], [0.015, 0.015, 0.035], [0.120, 0.007, -0.255]],
  "lumo_energy_ev": -3.9052,
  "orbital_gap_ha": 0.298,
  "total_charge": 1,
  "multiplicity": 1,
  "de_lowest_kj_mol": 0.0,
  "e_homo_ev": -12.001
}

(3)
{
  "formula": "C4H6S2",
  "method": "ωB97M-V/def2-TZVPD",
  "elements": ["C", "C", "C", "C", "S", "S", "H", "H", "H", "H", "H", "H"],
  "xyz": [[-0.338139, -0.419680, -0.737333], [-1.316008, -0.916456, -1.444602], [0.763897, -0.074674, 0.151233], [0.566612, 0.357682, 1.517141], [1.275586, -1.854280, -0.045417], [1.926346, 1.119028, -0.756929], [-1.260601, -1.913400, -1.977164], [-1.974046, -0.206891, -1.814997], [1.530799, 0.753962, 1.932308], [-0.049915, -0.444675, 2.042845], [0.018013, 1.301047, 1.308574], [3.211681, 0.931571, -0.181492]],
  "forces_ev_per_angstrom": [[2.310, -2.867, 1.432], [1.867, -1.138, -0.740], [2.005, -0.673, -2.650], [-1.271, 1.340, 1.145], [-1.573, 1.397, -0.746], [0.577, -0.028, 0.170], [-0.205, 1.222, 1.156], [-1.731, 1.140, -0.599], [-0.917, -1.185, 0.116], [1.073, 1.448, -0.084], [-0.308, -0.344, 1.082], [-1.828, -0.312, -0.284]],
  "lumo_energy_ev": -0.3386,
  "orbital_gap_ha": 0.296,
  "total_charge": 0,
  "multiplicity": 1,
  "de_lowest_kj_mol": 323.3,
  "e_homo_ev": -8.391
}

(4)
{
  "formula": "C3H15N2O3",
  "method": "ωB97M-V/def2-TZVPD",
  "elements": ["C", "C", "C", "N", "N", "H", "H", "H", "H", "H", "H", "H", "H", "H", "H", "H", "O", "H", "H", "O", "H", "H", "O"],
  "xyz": [[-2.271921, 0.114208, -0.691210], [-0.948233, 0.016584, -0.015161], [-0.057205, 0.993843, -0.279055], [1.104223, 1.251536, 0.597851], [-0.768914, -1.041561, 0.797307], [-2.507250, 1.086678, -1.114922], [-3.139622, -0.201673, -0.103390], [-2.333618, -0.579242, -1.532361], [-0.297822, 1.679134, -1.060881], [1.546021, 2.085049, 0.203291], [1.795401, 0.486776, 0.662590], [0.791561, 1.553935, 1.522473], [-1.492809, -1.715862, 0.985290], [0.092279, -1.242265, 1.277020], [2.465124, -4.095101, 1.398772], [1.994027, -4.305793, -0.071039], [1.789927, -3.832161, 0.755425], [-1.570081, 4.006556, -2.842948], [-1.926910, 4.420758, -1.437436], [-1.959722, 3.661496, -2.031100], [2.157184, -2.086130, 0.685883], [3.085763, -1.102730, 1.508532], [2.452598, -1.154037, 0.785069]],
  "forces_ev_per_angstrom": [[-0.936, -0.697, -1.108], [-0.184, 0.298, -0.077], [-0.594, -0.715, 0.546], [-0.183, 1.084, -0.765], [0.153, -0.466, 0.820], [0.305, 0.183, 0.224], [0.418, 0.196, 0.521], [0.300, -0.119, -0.132], [0.290, 0.724, 0.068], [0.312, -0.236, 0.083], [-0.101, -0.419, -0.054], [0.036, -0.340, 0.127], [-0.168, 0.321, -0.211], [0.140, 0.195, -0.211], [-0.199, -0.237, -0.258], [-0.060, 0.157, 0.494], [0.284, 0.061, -0.208], [-0.113, -0.127, -0.077], [-0.150, -0.082, 0.043], [0.309, 0.147, 0.059], [0.209, -0.021, 0.049], [0.069, -0.368, -0.062], [-0.138, 0.461, 0.127]],
  "lumo_energy_ev": -2.9282,
  "orbital_gap_ha": 0.334,
  "total_charge": 1,
  "multiplicity": 1,
  "de_lowest_kj_mol": 86.4,
  "e_homo_ev": -12.019
}

(5)
{
  "formula": "C4H10N2",
  "method": "ωB97M-V/def2-TZVPD",
  "elements": ["C", "C", "C", "C", "N", "N", "H", "H", "H", "H", "H", "H", "H", "H", "H", "H"],
  "xyz": [[2.174506, 0.839435, 0.492201], [-1.842150, -1.469894, -0.131949], [-1.061101, -0.661742, 0.691898], [0.152085, 0.869430, -1.987067], [-1.253995, 0.406072, 1.410198], [2.003814, -0.329292, 0.129556], [2.175919, 1.679047, -0.209835], [2.348975, 1.059751, 1.552724], [-1.319269, -2.332836, -0.513280], [-2.874635, -1.330806, -0.417938], [-0.599287, 0.134023, -2.295990], [-0.029092, 0.696735, -0.920422], [-0.048732, -1.084283, 0.763834], [-2.259413, 0.572046, 1.545512], [1.160175, 0.474320, -2.036599], [-0.063810, 1.883388, -2.289782]],
  "forces_ev_per_angstrom": [[0.043, -1.242, -0.022], [0.164, 0.119, 0.365], [0.658, -1.209, 0.267], [-0.856, -1.343, 1.649], [-0.636, 0.118, 0.267], [-0.110, 0.677, 0.121], [-0.020, 0.240, -0.063], [-0.058, 0.216, 0.232], [-0.205, -0.195, -0.137], [-0.019, 0.341, -0.036], [0.350, 0.204, -1.011], [-0.009, 1.111, 0.007], [0.143, 0.519, -0.172], [0.177, 0.189, -0.311], [0.148, 0.197, -0.984], [0.230, 0.058, -0.170]],
  "lumo_energy_ev": -3.3289,
  "orbital_gap_ha": 0.135,
  "total_charge": 0,
  "multiplicity": 1,
  "de_lowest_kj_mol": 744.5,
  "e_homo_ev": -7.013
}

(6)
{
  "formula": "C16H27Cl2N2O3SV",
  "method": "ωB97M-V/def2-TZVPD",
  "elements": ["V", "Cl", "C", "C", "C", "Cl", "C", "O", "C", "C", "O", "C", "H", "H", "H", "N", "C", "C", "C", "C", "N", "H", "H", "H", "H", "H", "H", "H", "H", "H", "H", "H", "H", "C", "H", "H", "C", "C", "S", "O", "C", "C", "H", "H", "H", "H", "H", "H", "H", "H", "H", "H"],
  "xyz": [[0.055766, 1.225163, 0.388150], [-3.546031, -2.845153, 5.142864], [-2.416880, -2.041410, 4.047614], [-1.168502, -2.643684, 3.854967], [-0.309376, -1.962570, 2.998983], [1.284000, -2.666551, 2.740367], [-0.605848, -0.774022, 2.352753], [0.294346, -0.179425, 1.569455], [-1.935094, -0.195545, 2.528033], [-2.380003, 0.928323, 1.861735], [-1.705435, 1.661726, 0.966368], [-2.804684, -0.888411, 3.442827], [-0.885182, -3.561720, 4.342100], [-3.394313, 1.277939, 2.067261], [-3.788086, -0.479861, 3.639197], [-0.312657, 2.395462, -1.463568], [-1.677059, 2.614934, -1.970114], [-2.077640, 1.633693, -3.067539], [-2.582257, 0.251376, -2.649369], [-1.555477, -0.742198, -2.115710], [-1.216476, -0.500668, -0.713672], [0.065767, 3.258460, -1.090133], [0.319834, 2.092922, -2.202662], [-1.757984, 3.626248, -2.383674], [-2.357629, 2.542019, -1.119495], [-1.245213, 1.518072, -3.772536], [-2.885190, 2.108525, -3.632483], [-3.040988, -0.204853, -3.531403], [-3.383307, 0.365557, -1.910904], [-0.643713, -0.676309, -2.721215], [-1.960329, -1.752816, -2.251588], [-0.860199, -1.343386, -0.271147], [-2.051703, -0.258988, -0.173264], [1.268743, 2.611425, 0.904007], [2.107302, 2.409381, 1.581147], [1.293151, 3.667809, 0.600271], [3.658719, -0.094547, 1.203651], [3.539780, 0.496753, -0.193142], [1.921809, 0.218465, -0.921557], [2.018756, 0.652207, -2.349270], [1.890302, -1.585640, -0.924116], [3.067323, -2.229387, -1.636778], [4.542069, 0.309020, 1.699696], [3.751252, -1.180271, 1.178240], [2.780871, 0.148673, 1.803984], [4.277289, 0.112772, -0.899110], [3.591425, 1.585130, -0.170815], [0.959303, -1.822093, -1.439374], [1.778981, -1.885073, 0.120140], [3.229512, -1.755160, -2.605621], [2.868918, -3.288508, -1.803741], [3.982034, -2.153800, -1.049808]],
  "forces_ev_per_angstrom": [[0.034, 0.695, -0.021], [0.019, 0.008, -0.011], [-0.099, -0.074, 0.088], [0.036, 0.032, -0.025], [0.033, -0.130, 0.049], [0.007, 0.021, -0.016], [-0.113, 0.206, -0.075], [0.134, -0.446, 0.349], [0.204, -0.140, 0.021], [-0.113, 0.211, -0.171], [0.078, 0.020, -0.012], [-0.042, 0.023, 0.008], [0.009, -0.007, 0.001], [0.037, -0.047, 0.011], [0.000, -0.003, 0.003], [-0.172, 0.012, -0.087], [0.027, 0.005, -0.036], [-0.014, 0.004, 0.010], [0.033, 0.015, 0.000], [-0.026, -0.013, -0.046], [-0.100, 0.009, 0.059], [0.021, -0.003, 0.002], [0.037, -0.001, 0.030], [-0.012, -0.002, 0.007], [-0.005, 0.007, -0.001], [0.006, 0.002, 0.005], [0.003, -0.006, -0.016], [-0.014, 0.003, -0.001], [-0.002, -0.009, 0.011], [-0.006, -0.009, 0.011], [0.001, 0.012, -0.002], [0.030, 0.026, 0.011], [0.042, -0.032, -0.043], [-0.183, -0.377, -0.069], [0.054, 0.029, -0.015], [-0.063, 0.008, 0.028], [-0.023, 0.031, 0.011], [-0.020, -0.005, 0.031], [0.092, -0.026, 0.047], [-0.009, 0.005, -0.124], [0.053, -0.033, -0.018], [-0.023, 0.015, 0.026], [0.009, 0.005, 0.000], [-0.005, -0.017, 0.004], [0.007, -0.017, -0.008], [0.011, -0.010, -0.019], [0.014, -0.005, -0.001], [-0.021, 0.023, -0.002], [-0.002, -0.011, -0.003], [0.016, 0.010, -0.003], [-0.008, -0.014, 0.006], [0.028, 0.000, -0.006]],
  "lumo_energy_ev": [2.5963, 2.6018],
  "orbital_gap_ha": [0.157, 0.151],
  "total_charge": -1,
  "multiplicity": 2,
  "de_lowest_kj_mol": 0.0,
  "e_homo_ev": [-1.678, -1.498]
}

What did the fifth record say?
{
  "formula": "C4H10N2",
  "method": "ωB97M-V/def2-TZVPD",
  "elements": ["C", "C", "C", "C", "N", "N", "H", "H", "H", "H", "H", "H", "H", "H", "H", "H"],
  "xyz": [[2.174506, 0.839435, 0.492201], [-1.842150, -1.469894, -0.131949], [-1.061101, -0.661742, 0.691898], [0.152085, 0.869430, -1.987067], [-1.253995, 0.406072, 1.410198], [2.003814, -0.329292, 0.129556], [2.175919, 1.679047, -0.209835], [2.348975, 1.059751, 1.552724], [-1.319269, -2.332836, -0.513280], [-2.874635, -1.330806, -0.417938], [-0.599287, 0.134023, -2.295990], [-0.029092, 0.696735, -0.920422], [-0.048732, -1.084283, 0.763834], [-2.259413, 0.572046, 1.545512], [1.160175, 0.474320, -2.036599], [-0.063810, 1.883388, -2.289782]],
  "forces_ev_per_angstrom": [[0.043, -1.242, -0.022], [0.164, 0.119, 0.365], [0.658, -1.209, 0.267], [-0.856, -1.343, 1.649], [-0.636, 0.118, 0.267], [-0.110, 0.677, 0.121], [-0.020, 0.240, -0.063], [-0.058, 0.216, 0.232], [-0.205, -0.195, -0.137], [-0.019, 0.341, -0.036], [0.350, 0.204, -1.011], [-0.009, 1.111, 0.007], [0.143, 0.519, -0.172], [0.177, 0.189, -0.311], [0.148, 0.197, -0.984], [0.230, 0.058, -0.170]],
  "lumo_energy_ev": -3.3289,
  "orbital_gap_ha": 0.135,
  "total_charge": 0,
  "multiplicity": 1,
  "de_lowest_kj_mol": 744.5,
  "e_homo_ev": -7.013
}